The following is a DFT calculation (ωB97M-V with the def2-TZVPD basis set) of 10 unconnected molecules or ions with the total composition C40H100O22.

```
162
Properties=species:S:1:pos:R:3:forces:R:3
C 1.190148 0.403226 -3.967243 1.17 -0.17 1.31
O 1.900696 1.583458 -3.651334 0.59 1.00 -0.01
H 0.889852 -0.132587 -3.058549 -0.13 0.01 0.00
H 0.320959 0.757496 -4.453520 -0.87 -0.16 -0.78
H 1.799118 -0.282086 -4.546890 -0.03 -0.13 -0.46
H 2.690428 1.503916 -3.086900 -0.54 -0.66 -0.01
C 0.079097 -3.835394 -1.879315 0.91 0.33 2.10
O -0.454467 -2.890341 -0.905923 -0.36 -1.28 -1.25
H 0.409197 -4.821599 -1.370999 -1.06 1.31 -1.12
H -0.616376 -3.854919 -2.684469 -0.87 -0.86 -0.33
H 0.959195 -3.414633 -2.346854 0.60 0.15 0.03
H 0.263336 -2.540998 -0.380540 0.64 0.36 0.51
C -0.826779 -3.428785 3.208777 -1.85 1.09 -1.33
O -1.066893 -1.979377 3.163804 0.94 -0.86 0.32
H -1.036061 -3.834784 2.186988 0.35 0.10 0.79
H 0.173632 -3.681661 3.509323 0.34 0.13 0.27
H -1.621282 -3.785602 3.861865 0.36 -0.58 0.22
H -1.454314 -1.802613 2.311868 -0.34 0.10 -0.37
C 0.662549 -0.101760 0.277925 -0.72 0.28 0.82
O 1.242555 -1.359943 0.573885 0.05 -0.31 -2.39
H 1.193117 0.768733 0.719509 -0.41 -0.65 -0.05
H 0.670693 0.004491 -0.789163 0.19 0.10 -0.63
H -0.416392 -0.140277 0.553516 0.63 0.45 0.13
H 1.518853 -1.476624 1.451578 0.30 0.30 2.37
C -4.277500 3.240432 5.143498 -1.33 0.44 0.26
O -3.085761 3.173300 4.436987 0.46 -0.48 0.12
C -2.932144 4.081946 3.409787 0.28 1.85 -1.39
C -4.085420 4.121730 2.378238 2.57 -1.42 -1.57
O -4.426232 2.811971 1.919001 0.68 0.21 0.01
C -3.302746 2.051734 1.427041 -0.36 1.20 -0.26
C -3.890995 0.997591 0.528509 0.47 -0.82 -0.22
O -4.289702 1.504387 -0.768192 0.16 0.14 1.26
C -5.508736 0.975238 -1.163368 -1.18 -0.37 -0.13
H -4.470328 2.290034 5.605478 0.32 -0.47 0.45
H -5.171831 3.387039 4.526858 0.26 0.11 -0.30
H -4.313591 4.033084 5.906445 0.35 -0.07 -0.07
H -1.999473 3.839867 2.852021 -0.53 -0.13 0.57
H -2.777927 5.156595 3.739286 -0.23 -0.90 0.13
H -3.739451 4.744886 1.494202 -0.34 -0.41 0.95
H -4.973215 4.480837 2.757024 -1.83 1.15 0.84
H -2.807367 1.535302 2.252663 0.08 0.04 0.13
H -2.539937 2.749068 0.949083 -0.91 -1.01 0.14
H -4.752373 0.515153 1.080611 0.74 0.57 -0.68
H -3.096419 0.214427 0.409440 -0.68 0.35 -0.22
H -5.458815 -0.067192 -1.359646 0.35 -1.59 0.34
H -5.829042 1.284427 -2.135694 0.20 1.19 -0.66
H -6.379686 1.117017 -0.498068 0.57 0.33 0.22
C -3.699781 -3.316116 0.180989 0.17 -0.96 0.78
O -3.761262 -2.773957 1.520835 0.26 -0.84 -0.65
C -4.950786 -2.993322 2.274425 -0.09 2.94 -1.29
C -6.209896 -2.594172 1.475503 0.61 -0.38 0.10
O -6.518954 -3.639657 0.529250 -0.87 0.32 0.90
C -7.879059 -3.716400 0.108707 0.49 -1.52 -1.65
C -8.871555 -4.528897 0.964720 -0.69 1.07 -0.58
O -8.543079 -5.798080 1.416118 0.94 0.79 1.33
C -8.132806 -6.663525 0.444822 -0.97 -1.21 -2.00
H -3.846247 -4.427487 0.163434 0.19 0.71 0.26
H -2.697633 -3.091184 -0.206461 -0.38 0.08 0.09
H -4.498686 -2.924688 -0.430781 -0.03 0.38 -0.32
H -4.820661 -2.188186 3.024727 -0.37 -0.77 0.21
H -5.090169 -3.951730 2.707270 0.26 -1.16 0.33
H -5.957097 -1.665595 0.912278 -0.43 -0.37 0.40
H -6.994653 -2.408719 2.239706 0.01 -0.15 -0.71
H -7.837154 -4.228345 -0.899968 0.11 0.65 0.89
H -8.308975 -2.729538 -0.068050 -0.08 0.14 0.14
H -9.837060 -4.574922 0.341168 1.04 0.20 0.80
H -9.009582 -3.945374 1.859539 -0.60 0.13 0.46
H -7.214452 -6.445594 -0.121491 -0.01 0.34 0.50
H -8.967795 -6.686494 -0.291441 0.46 -0.34 -0.21
H -8.065197 -7.665896 0.859709 0.15 0.02 0.18
C 1.519004 -1.043367 4.689730 0.90 -0.46 -0.04
O 2.217809 -1.274514 3.470989 1.10 -0.73 -0.23
C 3.476354 -1.972811 3.619320 -0.23 1.27 0.77
C 3.323281 -3.440358 3.960749 -0.27 -0.26 -0.31
O 2.470768 -4.163534 3.094088 -1.23 -0.37 0.63
C 2.819785 -4.185280 1.750653 2.65 0.76 -1.06
C 2.215837 -5.244096 0.866287 0.89 -0.71 1.00
O 2.957436 -6.466142 1.055535 -0.02 0.77 -0.24
C 2.189754 -7.651020 0.927866 0.14 1.36 1.53
H 1.610523 -1.898469 5.370306 0.09 0.12 0.00
H 0.505243 -1.002693 4.378335 -0.99 0.50 0.10
H 1.899295 -0.137523 5.185459 -0.22 -0.14 -0.11
H 4.080342 -1.443479 4.417092 -0.43 -0.68 -0.62
H 4.014789 -1.839439 2.680392 -0.11 0.00 -0.06
H 2.952083 -3.608093 4.956459 -0.69 0.22 0.38
H 4.281492 -3.927801 4.032162 0.91 -0.07 -0.49
H 3.891780 -4.421703 1.714641 0.31 0.14 -0.15
H 2.745697 -3.200021 1.272171 -0.40 -0.04 0.09
H 2.274199 -4.933121 -0.196895 -0.48 -0.12 0.64
H 1.265470 -5.412431 1.318166 -1.52 -0.11 -0.57
H 1.366636 -7.605528 1.677365 0.02 -0.25 -0.92
H 2.860395 -8.401542 1.241759 0.66 -1.16 0.38
H 1.943482 -7.849152 -0.086746 -0.87 -0.09 -0.88
C 4.163423 0.668372 -0.379977 -0.05 -0.22 0.62
O 3.737641 1.601477 -1.347118 0.68 0.48 -0.41
C 4.463802 2.835742 -1.272394 -1.36 0.10 -0.41
C 5.544419 2.880615 -2.307023 -0.92 -1.68 -1.63
O 6.488948 1.903191 -1.901434 0.05 0.50 0.09
C 7.494844 1.580157 -2.832584 -1.04 0.18 -0.70
C 8.551620 0.746323 -2.173753 1.66 1.79 -1.59
O 9.365457 1.555768 -1.348080 0.67 -0.64 1.22
C 10.285280 0.717316 -0.588838 -1.88 -0.90 -1.14
H 5.243819 0.391889 -0.425894 -0.78 0.20 -0.33
H 3.505710 -0.193651 -0.529624 0.31 -0.05 0.31
H 3.982111 1.131770 0.605821 -0.01 -0.43 -0.02
H 4.914907 2.910825 -0.279272 -0.22 0.39 0.04
H 3.685736 3.620715 -1.486130 0.94 -0.38 0.43
H 5.936286 3.873986 -2.405073 0.65 0.65 0.05
H 5.076658 2.603339 -3.343855 0.78 0.34 1.56
H 7.930925 2.491790 -3.267110 0.18 -0.07 0.23
H 7.012368 1.050260 -3.694999 0.48 0.02 0.53
H 9.253967 0.473765 -2.996370 -0.73 -0.86 0.31
H 8.184938 -0.034027 -1.575300 -0.81 -1.49 0.31
H 10.630550 -0.171584 -1.161793 -0.51 0.36 0.01
H 9.848143 0.339579 0.359651 0.23 0.51 -0.43
H 11.138212 1.294440 -0.498474 1.65 1.24 0.92
C 0.871280 5.674343 -4.447706 -0.18 2.02 0.70
O -0.081916 4.951802 -5.104668 -0.71 -1.77 -1.27
C 0.569163 3.849201 -5.819200 -1.18 0.94 0.22
C -0.356721 3.161570 -6.815799 0.78 -0.33 0.75
O -1.240052 2.192104 -6.316507 -0.28 0.30 0.90
C -2.047989 2.707672 -5.276165 -1.36 0.12 -0.25
C -2.782715 1.606104 -4.580238 -0.44 -0.41 -0.30
O -1.899352 0.764071 -3.838807 -0.72 0.52 -0.49
C -2.551809 -0.376027 -3.314989 -0.11 -0.45 -0.86
H 1.435705 5.056341 -3.790024 0.53 -0.54 1.02
H 0.374286 6.522539 -3.881669 0.61 -1.01 -0.61
H 1.585544 6.082338 -5.156817 0.30 0.47 -0.22
H 0.959303 3.114430 -5.104124 0.19 0.21 -0.06
H 1.358495 4.320350 -6.419987 0.21 -0.29 0.15
H 0.345713 2.591947 -7.396063 0.17 -0.20 -0.84
H -0.897463 3.866643 -7.413389 -0.23 0.69 -0.51
H -2.887048 3.411000 -5.666301 1.49 -0.74 0.39
H -1.483629 3.201868 -4.488309 0.28 0.40 -0.31
H -3.399183 1.043742 -5.308654 0.42 -0.21 0.19
H -3.508623 2.146248 -3.965551 -0.04 -0.29 0.65
H -3.292434 -0.102219 -2.559370 -0.25 0.04 -0.17
H -1.801542 -0.983679 -2.806257 0.06 -0.04 -0.16
H -3.010488 -0.961351 -4.176254 0.31 0.48 1.12
C 5.202843 1.739809 3.935142 0.65 0.12 -1.08
O 4.359096 2.617796 3.244631 1.16 0.56 -0.55
C 3.062381 2.291577 3.501014 -2.22 0.34 -0.34
C 2.093468 3.337219 2.982003 0.68 1.41 0.73
O 1.915123 3.093049 1.633970 0.01 -1.17 -0.20
C 1.294347 4.089021 0.919226 -0.41 1.36 -0.27
C 0.903744 3.544845 -0.407192 0.17 -0.04 -0.36
O -0.266414 2.764200 -0.358708 -0.39 0.52 0.18
C -0.785320 2.546425 -1.656202 0.47 -0.96 -0.31
H 5.115006 1.879772 4.997212 0.08 0.07 0.70
H 6.194379 1.980272 3.562244 0.27 -0.14 0.37
H 4.987241 0.700294 3.686351 -0.10 -0.21 -0.02
H 2.939377 2.206116 4.561622 -0.38 -0.38 0.93
H 2.773484 1.383690 2.973310 0.00 -0.61 0.27
H 2.557491 4.345876 3.105287 -0.10 -0.41 0.09
H 1.128270 3.398356 3.526091 0.32 -0.47 -0.13
H 1.978712 4.933011 0.745915 0.23 -0.03 0.03
H 0.439447 4.547191 1.428522 -0.24 -0.30 0.26
H 1.726744 2.903026 -0.679447 0.46 -0.34 -0.57
H 0.865145 4.372130 -1.133906 -0.42 -0.17 0.00
H -0.019095 2.119759 -2.316449 0.02 0.05 0.14
H -1.103438 3.468145 -2.126231 -0.38 0.43 -0.02
H -1.591428 1.809177 -1.617390 -0.03 0.39 0.24
```
Forces are in eV/Å.

Summary:
frontier orbital gap = 9.8296 eV
E_HOMO = -0.339 hartree
relative energy (zero: lowest compared OMol25 entry of this formula, charge and spin) = 26.7 kcal per mole
M = 933.22 g mol⁻¹
SMILES = COCCOCCOC.COCCOCCOC.COCCOCCOC.COCCOCCOC.COCCOCCOC.COCCOCCOC.CO.CO.CO.CO